C13H19B2F8N6O4V as an isolated structure at a distorted geometry, computed with ωB97M-V/def2-TZVPD.

CARTESIAN COORDINATES (ANGSTROEM)
O 2.51233 -0.74667 0.13129
V 2.45505 0.78700 0.47291
B 4.24404 1.04083 -1.47868
F 5.13068 1.80622 -2.11610
F 4.29734 -0.26693 -1.74221
F 4.47969 1.23708 -0.14605
F 2.93779 1.48423 -1.74719
B -0.16287 0.57871 0.46562
F 0.61447 0.80163 1.60166
F -0.63331 -0.70293 0.55020
F -1.16497 1.47967 0.45695
F 0.59324 0.76275 -0.65643
O 3.08989 1.86387 4.48595
C 3.77651 1.63701 3.35793
O 3.22894 1.06434 2.42742
O 4.94329 1.95660 3.34774
H 2.29769 1.35837 4.28971
C -3.98069 2.57147 -0.40917
C -3.23359 3.57972 0.36895
N -2.66568 4.40636 0.94215
H -4.83931 2.17141 0.13013
H -3.33406 1.71321 -0.59182
H -4.20509 3.14132 -1.31085
C -0.94894 -1.12525 -3.05564
C -0.19983 -0.11145 -3.89996
N 0.33906 0.72286 -4.59675
H -2.01638 -0.90505 -3.04072
H -0.65499 -1.09288 -2.00652
H -0.78675 -2.09625 -3.52356
C -0.03226 -2.47622 3.72857
C 1.31129 -2.25774 3.15875
N 2.40261 -2.12108 2.75178
H -0.17605 -1.87628 4.62718
H -0.18593 -3.52037 4.00104
H -0.75905 -2.13865 2.98971
C 1.00608 -3.76892 -0.37402
C 0.57074 -4.43101 0.88994
N 0.25416 -4.95342 1.85543
H 0.50616 -2.80095 -0.40881
H 0.67352 -4.42155 -1.18123
H 2.08030 -3.58609 -0.40089
C -0.19326 3.38295 -2.18868
C -1.38478 2.90498 -2.85921
N -2.33924 2.51202 -3.36483
H 0.72043 3.06389 -2.69014
H -0.22344 3.14655 -1.12504
H -0.21033 4.46597 -2.31063
C -3.56004 -1.26376 0.11219
C -2.90328 -2.54069 -0.13090
N -2.39664 -3.57946 -0.33975
H -4.62170 -1.33837 -0.12318
H -3.20950 -0.43646 -0.50491
H -3.44335 -1.08258 1.18067

Calculated values
Charge   -1
DFT total energy   -2929.4507 Eh
Energy relative to the best compared isomer or geometry (same formula, charge and spin)   26.7 kcal/mol
LUMO energy (alpha / beta)   0.856 / 1.492 eV
Spin multiplicity   2
Orbital gap (alpha / beta)   7.4763 / 8.1277 eV
E_HOMO (alpha / beta)   -0.2433 / -0.2439 hartree
<S²>   0.788


An isolated ion of composition C9H12N3OS and charge +1 at a distorted geometry, computed with ωB97M-V/def2-TZVPD.

CARTESIAN COORDINATES (ANGSTROEM)
N -0.18471 1.49448 2.74976
C -0.31247 1.62139 1.42629
O -0.87201 2.55946 0.95664
C 0.25109 0.61610 0.42662
C -0.47857 -0.64484 0.33470
C -0.63001 -1.71059 1.18949
C -1.35263 -2.79649 0.74489
C -1.85405 -2.88907 -0.55493
C -1.57511 -1.84876 -1.43715
N -0.98646 -0.76440 -0.89964
N 0.13448 1.34191 -0.90713
C 1.42115 1.70024 -1.49251
C 2.34322 0.57571 -1.04697
S 2.03332 0.32782 0.72531
H 0.60407 0.90017 3.03571
H -0.46641 2.25562 3.31970
H -0.15270 -1.54853 2.09845
H -1.41915 -3.49675 1.55791
H -2.35660 -3.76975 -0.70902
H -1.84547 -1.89376 -2.58319
H -0.40529 2.26280 -0.89664
H -0.39930 0.69137 -1.45503
H 1.57956 2.82772 -1.14814
H 1.41113 1.77208 -2.49378
H 2.20673 -0.33517 -1.59429
H 3.30619 0.75124 -1.34703

Calculated values
Charge   +1
SMILES   NC(=O)[C@@]1(c2ccccn2)[NH2+]CCS1
DFT total energy   -987.5753 Eh
Energy relative to the best compared isomer or geometry (same formula, charge and spin)   0.0 kcal/mol
LUMO energy   -3.068 eV
Orbital gap   10.0288 eV
E_HOMO   -0.4813 hartree